No. 1
{"formula": "C4H8Cl2O", "method": "ωB97M-V/def2-TZVPD", "species": ["C", "C", "C", "O", "H", "H", "H", "H", "H", "H", "Cl", "C", "Cl", "H", "H"], "xyz": [[0.339350, -0.292700, -1.058281], [0.607471, -0.575098, 0.228103], [1.660264, 0.158185, 0.994907], [-0.115349, -1.423875, 1.104881], [0.946746, 0.337849, -1.713721], [-0.533059, -0.775708, -1.685702], [2.136811, -0.504765, 1.545763], [2.219108, 0.526134, 0.225551], [1.060270, 0.820585, 1.673532], [-0.776493, -1.749015, 0.464257], [-3.229633, -1.241450, -0.536599], [-2.956388, 0.439617, -0.102924], [-4.500120, 1.142726, 0.432194], [-2.607620, 0.910358, -0.907089], [-2.355708, 0.564708, 0.716608]], "atomic_forces_ev_per_a": [[-2.0, -1.6, -1.4], [-0.5, 0.1, 0.8], [-4.9, 1.3, -0.8], [0.1, 1.0, -2.8], [0.0, -0.1, 0.8], [1.7, 0.7, 1.7], [2.6, -3.0, 2.7], [2.0, 2.0, -1.2], [1.1, 0.0, -0.7], [-0.3, -0.5, 0.9], [0.3, -0.4, 0.0], [-3.2, -1.6, 1.6], [-0.1, 0.3, -0.2], [1.2, 2.0, -3.2], [1.8, -0.3, 1.8]], "lowdin_charge": [0.01, -0.44, -0.02, 0.00, 0.06, 0.08, 0.03, 0.05, 0.12, 0.05, 0.55, -0.98, 0.52, -0.02, -0.01], "largest_force_ev_per_a": 5.12, "lumo_ha": 0.0286, "total_energy_ha": -1152.76686, "homo_lumo_gap_ev": 10.05, "smiles": "C=C(C)O.ClCCl", "charge": 0, "e_above_lowest_kcal_mol": 35.3}

No. 2
{"formula": "C4H8Cl2S", "method": "ωB97M-V/def2-TZVPD", "species": ["C", "C", "C", "C", "Cl", "Cl", "H", "H", "H", "H", "H", "H", "S", "H", "H"], "xyz": [[-1.193976, -0.270599, 1.387683], [0.056915, -0.513540, 1.018251], [0.217796, -1.426731, -0.214742], [1.227209, -0.247100, 1.859356], [1.200379, -1.202071, 3.416600], [1.205738, 1.516392, 2.282626], [-1.482615, 0.284223, 2.387203], [-2.135447, -0.556585, 0.746311], [-0.413496, -2.210480, -0.070181], [0.046700, -0.675220, -1.083802], [1.191998, -1.743893, -0.107639], [2.209542, -0.327941, 1.548111], [0.646166, 2.199748, -1.258890], [-0.345082, 2.954642, -0.637253], [0.379612, 2.093450, -2.579556]], "atomic_forces_ev_per_a": [[-2.5, 1.3, 1.4], [-1.7, -1.9, -0.9], [0.3, 5.3, -0.1], [-1.4, 1.7, 2.4], [0.0, 0.1, -0.5], [0.1, 0.1, 0.3], [0.8, -1.1, -2.1], [2.2, 0.4, 1.2], [-2.0, -2.1, -0.4], [0.3, -2.0, 1.0], [2.3, -1.0, -0.8], [1.5, -0.8, -1.4], [0.3, 0.0, 0.9], [0.5, -0.6, -1.4], [-0.7, 0.6, 0.4]], "lowdin_charge": [-0.01, -0.54, -0.04, -0.97, 0.54, 0.54, 0.10, 0.11, 0.04, 0.09, 0.04, 0.02, 0.45, -0.16, -0.21], "largest_force_ev_per_a": 5.29, "lumo_ha": 0.0203, "total_energy_ha": -1475.70027, "homo_lumo_gap_ev": 10.14, "smiles": "C=C(C)C(Cl)Cl.S", "charge": 0, "e_above_lowest_kcal_mol": 17.5}

No. 3
{"formula": "C4H8Cl3HgN8Si", "method": "ωB97M-V/def2-TZVPD", "species": ["Hg", "N", "C", "N", "N", "C", "N", "H", "H", "H", "H", "Cl", "Si", "Cl", "Cl", "N", "C", "N", "N", "C", "N", "H", "H", "H", "H"], "xyz": [[0.593366, -0.312885, 0.341028], [-4.718500, 2.004607, -0.389886], [-4.756268, 2.119487, 0.953046], [-5.633547, 3.010429, 1.480423], [-3.981351, 1.459363, 1.772553], [-3.104652, 0.639823, 1.204695], [-2.339483, -0.084510, 0.724086], [-5.320899, 2.536966, -0.988630], [-4.060016, 1.366351, -0.806368], [-6.450040, 3.274158, 0.958912], [-5.721825, 2.979660, 2.481970], [3.722723, -0.227619, -1.612287], [2.012473, -1.416930, -1.750503], [1.264082, -1.051782, -3.663504], [2.715215, -3.374875, -1.786501], [1.031072, 4.663882, 1.131800], [2.172936, 4.815917, 1.841643], [2.718626, 6.053906, 1.886701], [2.779235, 3.852057, 2.479401], [2.241773, 2.644514, 2.358430], [1.791940, 1.581590, 2.269960], [0.708779, 5.389743, 0.518720], [0.703395, 3.725914, 0.962062], [2.176562, 6.860238, 1.637833], [3.480531, 6.176938, 2.530401]], "atomic_forces_ev_per_a": [[0.1, -0.2, -0.3], [0.0, 0.0, 0.0], [0.0, 0.0, 0.0], [0.0, 0.0, 0.0], [0.1, 0.0, -0.1], [0.0, 0.1, 0.1], [-0.1, 0.0, 0.0], [0.0, 0.0, 0.0], [0.0, 0.0, 0.0], [0.0, 0.0, 0.0], [0.0, 0.0, 0.0], [0.0, 0.0, -0.1], [-0.1, 0.2, 0.3], [0.0, 0.0, 0.1], [-0.1, 0.1, 0.0], [0.0, 0.0, 0.0], [0.0, 0.0, 0.0], [0.0, 0.0, 0.0], [0.0, -0.1, 0.0], [0.1, 0.1, 0.0], [0.0, 0.0, 0.1], [0.0, 0.0, 0.0], [0.0, 0.0, 0.0], [0.0, 0.0, 0.0], [0.0, 0.0, 0.0]], "lowdin_spin": [0.40, 0.00, 0.00, 0.00, 0.00, 0.01, 0.05, 0.00, 0.00, 0.00, 0.00, 0.05, 0.27, 0.07, 0.08, 0.00, 0.00, 0.00, 0.00, 0.01, 0.06, 0.00, 0.00, 0.00, 0.00], "largest_force_ev_per_a": 0.40, "lumo_ha": [0.0022, -0.0234], "spin_multiplicity": 2, "total_energy_ha": -2418.92520, "homo_lumo_gap_ev": [6.29, 8.27], "charge": 0, "s2": 0.76, "e_above_lowest_kcal_mol": 19.8}

No. 4
{"formula": "C4H8Cl4", "method": "ωB97M-V/def2-TZVPD", "species": ["Cl", "C", "C", "Cl", "H", "H", "H", "H", "Cl", "C", "C", "Cl", "H", "H", "H", "H"], "xyz": [[-0.766420, 21.477709, 15.758323], [-1.311507, 22.637597, 16.969555], [-1.620438, 24.005173, 16.395211], [-2.937464, 23.875714, 15.176999], [-0.546616, 22.680658, 17.745122], [-2.184166, 22.272593, 17.512210], [-0.764913, 24.484222, 15.928251], [-2.006609, 24.671716, 17.162732], [2.777629, 20.983158, 16.850131], [3.289586, 20.840211, 18.581874], [2.149588, 21.216435, 19.502938], [0.746340, 20.115695, 19.378187], [4.171294, 21.465915, 18.670345], [3.580437, 19.804971, 18.747075], [1.812965, 22.224174, 19.266221], [2.503014, 21.228169, 20.532706]], "atomic_forces_ev_per_a": [[-0.1, -0.1, -0.1], [-0.1, 0.3, 0.8], [-0.2, -0.1, -0.1], [0.2, 0.1, 0.1], [0.3, 0.3, -0.2], [-0.1, -0.3, -0.5], [0.0, -0.2, -0.2], [0.1, -0.1, 0.2], [0.2, 0.0, 0.4], [-0.4, -0.5, -0.6], [0.3, 0.5, -0.1], [0.3, 0.2, 0.0], [-0.1, 0.2, 0.3], [0.0, 0.0, -0.1], [-0.2, -0.1, 0.0], [-0.1, -0.2, 0.0]], "lowdin_charge": [0.54, -0.70, -0.64, 0.52, 0.05, 0.07, 0.07, 0.07, 0.50, -0.63, -0.67, 0.54, 0.07, 0.07, 0.06, 0.07], "largest_force_ev_per_a": 0.94, "lumo_ha": 0.0244, "total_energy_ha": -1997.97842, "homo_lumo_gap_ev": 11.16, "smiles": "ClCCCl.ClCCCl", "charge": 0, "e_above_lowest_kcal_mol": 5.0}

No. 5
{"formula": "C4H8ClFOS", "method": "ωB97M-V/def2-TZVPD", "species": ["C", "C", "C", "C", "H", "H", "H", "H", "H", "H", "H", "H", "O", "F", "S", "Cl"], "xyz": [[-0.775476, -1.085082, 2.376516], [-0.805232, -0.497449, 0.985404], [0.133655, 0.175312, -2.204894], [-1.094034, 0.031214, -1.327970], [-0.804742, -0.295883, 3.135840], [-1.646158, -1.742826, 2.503053], [-0.665030, -1.284875, 0.244271], [-1.761303, 0.001502, 0.808727], [0.739364, 2.458073, -1.865902], [-0.167070, 0.501166, -3.206693], [0.608736, -0.803941, -2.303646], [-1.495180, 0.979997, -0.911018], [-1.618280, -1.027942, -1.092948], [0.369843, -1.831000, 2.553060], [1.359932, 1.322603, -1.515491], [0.488038, 0.704925, 0.743231]], "atomic_forces_ev_per_a": [[-0.5, 0.5, 0.0], [0.4, -0.8, 3.2], [0.1, 0.0, 0.3], [-0.4, 0.5, -1.8], [0.1, -0.2, 0.0], [0.2, 0.0, 0.0], [0.5, 0.1, 1.5], [0.3, -0.2, 0.4], [0.1, 0.0, -0.2], [0.0, 0.0, 0.2], [0.0, 0.1, 0.0], [-0.1, -0.1, -0.4], [-0.8, 0.3, -2.5], [0.2, -0.1, 0.1], [1.4, 1.3, -3.6], [-1.4, -1.3, 2.8]], "lowdin_charge": [-0.27, -0.54, -0.48, -0.44, 0.11, 0.12, 0.07, 0.09, -0.12, 0.09, 0.09, 0.12, -0.01, -0.05, 0.60, 0.61], "largest_force_ev_per_a": 4.12, "lumo_ha": 0.0181, "total_energy_ha": -1190.57010, "homo_lumo_gap_ev": 8.63, "charge": 0, "e_above_lowest_kcal_mol": 53.3}

No. 6
{"formula": "C4H8ClN", "method": "ωB97M-V/def2-TZVPD", "species": ["C", "C", "C", "C", "N", "Cl", "H", "H", "H", "H", "H", "H", "H", "H"], "xyz": [[-0.332037, -1.803998, 0.146292], [-0.413976, -0.373143, 0.657972], [0.545777, 0.660538, -0.126748], [-0.305263, 1.837498, -0.423317], [1.685739, 0.724629, -0.710083], [2.700019, -0.622326, -0.454028], [-0.503729, -2.429598, 1.022029], [0.659899, -2.000892, -0.128377], [-0.887722, -2.053608, -0.727465], [-1.349887, 0.125842, 0.464634], [-0.147913, -0.296029, 1.705847], [-0.635198, 1.772731, -1.446345], [0.191864, 2.766976, -0.120163], [-1.207574, 1.691384, 0.139748]], "atomic_forces_ev_per_a": [[0.1, 0.3, 1.6], [2.3, 0.6, -1.8], [-1.0, -0.5, -0.4], [0.0, 0.9, 0.6], [-1.1, -0.4, 1.0], [0.7, -0.6, 0.1], [-0.5, -0.5, -0.4], [1.5, -0.3, -0.3], [-1.0, 0.0, -0.3], [-0.4, -0.8, 0.5], [-0.1, 0.0, 0.3], [0.2, 0.5, -0.6], [-0.3, -0.1, -0.6], [-0.3, 0.9, 0.3]], "lowdin_charge": [-0.11, -0.16, -0.43, -0.07, -0.36, 0.57, 0.08, -0.01, 0.07, 0.07, 0.12, 0.09, 0.10, 0.05], "largest_force_ev_per_a": 2.95, "lumo_ha": 0.0367, "total_energy_ha": -672.07979, "homo_lumo_gap_ev": 10.73, "smiles": "CC/C(C)=N\\Cl", "charge": 0, "e_above_lowest_kcal_mol": 35.7}

No. 7
{"formula": "C4H8ClN", "method": "ωB97M-V/def2-TZVPD", "species": ["C", "C", "C", "C", "H", "H", "H", "H", "H", "H", "N", "Cl", "H", "H"], "xyz": [[0.041185, -1.450271, 0.025361], [1.101960, -0.452433, 0.131593], [2.197305, 0.162184, 0.419498], [1.260347, 0.899806, -0.486919], [-1.002055, -1.046272, 0.290033], [0.258018, -2.263577, 0.635778], [0.086522, -1.914254, -0.915425], [3.057220, 0.349837, 0.928721], [0.764159, 1.654441, -0.038128], [1.591964, 0.885721, -1.580694], [-2.702364, 0.783488, 0.460486], [-4.086208, -0.139187, -0.248730], [-3.287582, 1.183960, 1.169852], [-2.447254, 1.451440, -0.259839]], "atomic_forces_ev_per_a": [[-1.1, 1.0, 1.3], [-0.3, 0.7, -0.3], [-2.2, -0.6, -0.8], [2.6, -2.6, -2.7], [1.7, -0.4, -0.6], [0.2, -1.5, 1.7], [-0.4, -0.1, -1.8], [2.2, 0.0, 1.3], [-1.8, 2.8, 0.7], [-0.9, 0.7, 1.4], [-1.1, -1.5, -0.5], [0.9, 0.2, -0.2], [0.5, 1.1, 0.5], [-0.3, 0.3, 0.1]], "lowdin_charge": [-0.05, -0.26, 0.01, -0.13, 0.09, 0.05, 0.07, 0.06, 0.03, 0.10, -0.36, 0.40, -0.02, 0.01], "largest_force_ev_per_a": 4.58, "lumo_ha": 0.0143, "total_energy_ha": -671.99329, "homo_lumo_gap_ev": 9.37, "smiles": "CC1=CC1.NCl", "charge": 0, "e_above_lowest_kcal_mol": 90.0}

No. 8
{"formula": "C4H8ClN", "method": "ωB97M-V/def2-TZVPD", "species": ["C", "C", "Cl", "H", "H", "H", "C", "N", "C", "H", "H", "H", "H", "H"], "xyz": [[-0.752082, -2.144913, 1.403671], [-1.410308, -1.410203, 0.497222], [-1.063951, -1.269216, -1.122834], [0.315802, -2.537850, 1.239282], [-1.020654, -2.000095, 2.468793], [-2.189156, -0.807250, 0.871915], [0.531999, 1.576189, -1.939896], [1.030942, 0.829756, -1.035801], [0.928767, 1.003016, 0.381752], [0.913029, 1.304958, -2.936022], [-0.082653, 2.494847, -1.999461], [1.275884, 0.024030, 0.660074], [1.569953, 1.751762, 0.772644], [-0.047574, 1.184969, 0.738662]], "atomic_forces_ev_per_a": [[2.0, 0.8, 0.2], [0.8, -1.3, 2.2], [0.1, -0.2, -1.3], [-2.1, 0.1, -0.1], [0.0, -0.3, -0.8], [-1.2, 0.5, -0.1], [1.4, -0.6, -0.5], [-0.1, 1.9, -1.8], [0.1, -1.3, -0.8], [-0.5, 0.0, 0.0], [0.0, -0.4, 1.1], [0.0, -0.2, 1.4], [0.8, 0.8, 0.1], [-1.3, 0.2, 0.4]], "lowdin_charge": [-0.09, -0.73, 0.70, 0.09, 0.06, 0.04, -0.10, -0.14, -0.15, 0.06, 0.08, 0.06, 0.07, 0.06], "largest_force_ev_per_a": 2.67, "lumo_ha": 0.0378, "total_energy_ha": -672.05384, "homo_lumo_gap_ev": 10.18, "smiles": "C=CCl.C=NC", "charge": 0, "e_above_lowest_kcal_mol": 52.0}

No. 9
{"formula": "C4H8ClNO", "method": "ωB97M-V/def2-TZVPD", "species": ["N", "C", "C", "Cl", "C", "O", "C", "H", "H", "H", "H", "H", "H", "H", "H"], "xyz": [[-1.623944, 0.443192, 0.075728], [-0.220560, 0.040589, 0.013498], [0.020406, -1.440671, -0.261035], [1.724013, -1.799665, -0.441964], [0.632015, 1.010532, -0.860493], [1.507986, 1.246172, 0.223688], [0.599126, 0.585418, 1.181496], [-2.154801, -0.022662, 0.818541], [-2.168080, 0.205599, -0.772168], [-0.453375, -2.105867, 0.522519], [-0.440617, -1.705199, -1.196721], [0.180182, 1.915462, -1.250706], [1.185392, 0.509771, -1.665601], [0.076416, 1.260903, 1.838863], [1.135840, -0.143576, 1.774354]], "atomic_forces_ev_per_a": [[-1.0, -0.7, -0.3], [-0.8, 0.8, -0.2], [-1.2, -0.3, 0.6], [0.7, -0.5, 0.1], [0.4, -1.3, -0.3], [-0.1, 0.4, 1.6], [1.0, 0.1, -1.0], [0.5, 0.1, 0.0], [0.8, 0.2, 0.4], [0.7, 0.8, -0.6], [-0.3, -0.1, -0.4], [-0.5, 0.1, 0.2], [-0.2, 0.1, -0.1], [-0.2, 0.5, 0.0], [0.2, -0.2, 0.1]], "lowdin_charge": [0.07, -0.55, -0.54, 0.65, -0.17, -0.12, -0.11, 0.08, 0.09, 0.11, 0.07, 0.12, 0.10, 0.12, 0.10], "largest_force_ev_per_a": 1.65, "lumo_ha": 0.0289, "total_energy_ha": -747.35131, "homo_lumo_gap_ev": 10.44, "smiles": "NC1(CCl)COC1", "charge": 0, "e_above_lowest_kcal_mol": 29.7}

No. 10
{"formula": "C4H8ClNO", "method": "ωB97M-V/def2-TZVPD", "species": ["H", "N", "C", "Cl", "H", "C", "C", "C", "O", "H", "H", "H", "H", "H", "H"], "xyz": [[-2.638069, 0.924850, 1.353500], [-2.237548, 0.990886, 0.398119], [-2.887393, 0.420857, -0.509892], [-4.339418, -0.493310, -0.204499], [-2.778741, 0.778123, -1.543929], [1.345150, 0.500306, 1.189582], [1.064314, 0.244161, -0.063598], [1.081515, -1.238233, -0.568812], [0.874397, 0.999413, -1.188283], [1.355930, 1.405384, 1.720397], [1.366446, -0.236053, 1.876158], [1.560772, -2.034371, 0.059482], [0.062155, -1.406018, -0.773283], [1.487345, -1.234566, -1.518498], [0.777380, 1.969153, -0.995010]], "atomic_forces_ev_per_a": [[0.5, -0.6, -0.8], [-0.2, 0.2, 0.2], [-0.3, 1.8, 0.6], [-0.2, -0.4, -0.2], [0.3, -1.0, 0.2], [-0.6, 2.3, -0.8], [1.1, -2.7, -1.6], [-0.1, 1.2, 2.2], [-0.2, 1.7, 0.9], [0.0, 1.7, -0.1], [0.4, -3.0, 1.7], [-0.6, 1.1, -0.3], [-1.5, -0.9, 0.1], [1.4, 0.0, -1.9], [0.1, -1.4, 0.1]], "lowdin_charge": [0.06, 0.04, -0.71, 0.57, 0.08, 0.03, -0.45, -0.02, 0.01, 0.04, 0.02, 0.10, 0.05, 0.04, 0.14], "largest_force_ev_per_a": 3.42, "lumo_ha": 0.0317, "total_energy_ha": -747.32523, "homo_lumo_gap_ev": 9.73, "smiles": "[H]/N=C\\Cl.C=C(C)O", "charge": 0, "e_above_lowest_kcal_mol": 46.0}

- Which formula does entry 8 have?
  C4H8ClN